No. 1
Entry from OMol25: a molecular structure, C24H27GeN3O5Ti (wB97M-V/def2-TZVPD).

Properties
HOMO (spin up / spin down) = -17.2 / -17.0 eV
charge = +3
frontier orbital gap (spin up / spin down) = 0.245 / 0.180 Eh
LUMO (spin up / spin down) = -0.38819 / -0.44445 hartree
spin multiplicity = 2

Atoms and positions in Å:
Ti -0.030 -0.196 -0.291
C -2.582 -3.185 -0.390
C -1.171 -3.155 -0.845
N -0.296 -2.138 -0.746
C 0.913 -2.604 -1.308
C 0.749 -3.883 -1.723
N -0.556 -4.189 -1.419
C 1.546 -4.953 -2.430
O 2.811 -4.720 -2.722
O 0.945 -5.936 -2.744
C 2.072 -1.707 -1.303
O 3.182 -1.935 -1.629
O 1.665 -0.448 -0.798
H -2.901 -2.213 -0.019
H -2.700 -3.917 0.410
H -3.230 -3.479 -1.217
H -0.955 -5.098 -1.648
H 3.122 -3.851 -2.423
O -1.216 1.068 -0.908
C -1.789 1.555 -2.005
C -1.923 0.703 -3.215
C -1.016 1.180 -4.372
C -1.564 2.397 -5.114
C -1.715 3.659 -4.270
C -2.723 3.538 -3.139
N -2.160 2.787 -1.973
H -2.969 0.734 -3.538
H -1.712 -0.330 -2.933
H -0.937 0.344 -5.067
H -0.005 1.375 -4.000
H -2.533 2.133 -5.548
H -0.907 2.612 -5.956
H -2.047 4.483 -4.903
H -0.752 3.970 -3.857
H -3.635 3.019 -3.442
H -3.014 4.504 -2.735
H -2.006 3.298 -1.110
Ge -0.173 -0.197 2.286
C 1.334 -0.974 3.275
C 2.696 -0.811 2.876
C 3.701 -1.394 3.592
C 3.393 -2.080 4.790
C 2.059 -2.191 5.244
C 1.054 -1.607 4.528
C 0.191 1.565 2.986
C 1.197 2.384 2.454
C 1.457 3.622 3.011
C 0.734 4.044 4.125
C -0.247 3.227 4.677
C -0.517 1.988 4.122
H -1.476 -0.812 2.794
H 2.934 -0.246 1.982
H 4.732 -1.320 3.274
H 4.196 -2.496 5.386
H 1.856 -2.722 6.164
H 0.034 -1.659 4.889
H 1.798 2.061 1.606
H 2.225 4.260 2.595
H 0.943 5.009 4.565
H -0.798 3.564 5.545
H -1.284 1.364 4.565

No. 2
Entry from OMol25: 7 unconnected molecules or ions with the total composition C14H26Cl10FNO5 (wB97M-V/def2-TZVPD).

Properties
HOMO = -10.8 eV
SMILES string = O=C1OC[C@@H](F)O1.C[N+](=O)[O-].ClCCCl.ClCCCl.ClCCCl.ClCCCl.ClCCCl
frontier orbital gap = 0.397 Eh
LUMO = -0.00061 hartree

Atoms and positions in Å:
O -6.634 2.621 -3.840
C -5.877 1.874 -3.213
O -6.228 0.900 -2.414
C -5.152 0.471 -1.735
C -3.997 0.893 -2.587
F -3.556 -0.169 -3.302
O -4.617 1.874 -3.378
H -4.986 0.919 -0.755
H -5.237 -0.610 -1.626
H -3.151 1.271 -2.015
C 0.992 -1.586 -3.606
N 1.273 -1.134 -5.013
O 2.435 -0.751 -5.261
O 0.383 -1.213 -5.829
H 1.544 -2.519 -3.490
H -0.058 -1.879 -3.578
H 1.220 -0.736 -2.963
Cl 2.238 2.576 -1.510
C 1.501 3.838 -2.459
C 2.340 5.066 -2.181
Cl 2.422 5.649 -0.473
H 0.468 3.966 -2.134
H 1.385 3.643 -3.525
H 1.888 5.810 -2.836
H 3.372 5.046 -2.532
Cl 3.450 -6.461 0.266
C 2.399 -5.015 0.428
C 1.599 -4.963 1.700
Cl 2.645 -4.561 3.141
H 1.850 -5.009 -0.514
H 2.910 -4.058 0.316
H 1.185 -5.932 1.979
H 0.794 -4.231 1.624
Cl 3.525 1.366 1.568
C 4.340 0.557 2.925
C 4.172 -0.948 2.855
Cl 4.719 -1.614 1.282
H 3.976 0.949 3.875
H 5.417 0.726 2.919
H 3.157 -1.328 2.977
H 4.741 -1.445 3.640
Cl -3.335 1.050 2.568
C -2.561 0.951 4.144
C -3.456 0.402 5.228
Cl -2.699 0.492 6.813
H -2.176 1.961 4.290
H -1.681 0.344 3.937
H -3.693 -0.617 4.922
H -4.441 0.867 5.255
Cl -1.807 -0.540 -0.542
C -0.446 0.505 -0.076
C 0.281 -0.136 1.140
Cl 1.230 -1.543 0.972
H -0.903 1.473 0.130
H 0.221 0.666 -0.923
H -0.396 -0.336 1.971
H 1.016 0.608 1.447

No. 3
Entry from OMol25: 7 unconnected molecules or ions with the total composition H14O7 (wB97M-V/def2-TZVPD).

Properties
HOMO = -11.2 eV
SMILES string = O.O.O.O.O.O.O
frontier orbital gap = 0.421 Eh
LUMO = 0.01010 hartree

Atoms and positions in Å:
O -0.736 -0.109 -1.778
H 0.068 -0.225 -1.258
H -1.444 -0.147 -1.125
O 3.884 1.000 -1.154
H 4.251 1.404 -0.359
H 3.241 0.366 -0.818
O 1.698 -0.550 2.321
H 1.261 0.092 1.751
H 1.134 -0.591 3.102
O -5.414 0.819 0.960
H -6.354 0.604 0.952
H -5.337 1.557 0.346
O -3.024 -1.989 -1.160
H -3.571 -1.291 -0.782
H -3.404 -2.801 -0.807
O 1.189 3.096 -0.011
H 0.785 2.517 -0.668
H 1.270 3.943 -0.464
O 3.130 -2.519 0.191
H 3.623 -1.958 0.800
H 3.751 -3.220 -0.038

No. 4
Entry from OMol25: a gas-phase ion, C6H11O2S (charge -1) (wB97M-V/def2-TZVPD).

Properties
HOMO = -3.0 eV
charge = -1
frontier orbital gap = 0.251 Eh
LUMO = 0.13919 hartree

Atoms and positions in Å:
C -0.436 -1.068 -1.976
C -0.108 -0.789 -0.711
C -0.033 -1.873 0.307
C -1.727 1.536 0.679
C -0.162 1.230 0.885
C 0.495 0.481 -0.280
O 2.738 -1.165 -0.251
O 3.254 1.248 0.142
S 2.430 0.073 0.505
H -0.351 -0.261 -2.663
H -0.770 -1.944 -2.376
H 1.015 -1.948 0.673
H -0.456 -1.559 1.281
H -0.566 -2.909 0.083
H -2.363 0.716 1.159
H -2.090 2.492 1.045
H -1.758 1.476 -0.374
H 0.235 2.245 0.947
H -0.022 0.729 1.882
H 0.674 1.292 -0.957

No. 5
Entry from OMol25: 2 unconnected molecules or ions with the total composition C5H8BClO2S (wB97M-V/def2-TZVPD).

Properties
HOMO (spin up / spin down) = -8.2 / -7.2 eV
frontier orbital gap (spin up / spin down) = 0.285 / 0.216 Eh
LUMO (spin up / spin down) = -0.01753 / -0.04641 hartree

Atoms and positions in Å:
B -2.000 1.005 -0.056
C 0.294 -0.077 0.327
C 1.256 -1.010 0.133
C -1.117 -0.243 0.168
C 3.331 -0.033 0.463
C -1.606 -1.603 -0.126
O -1.313 2.257 0.105
O -3.349 1.067 -0.387
S 4.446 -1.191 -0.308
Cl 3.539 1.608 0.063
H 0.504 1.000 0.185
H 1.787 -1.817 0.551
H -2.601 -1.607 0.361
H -1.125 -2.405 0.539
H -1.704 -1.776 -1.188
H -1.840 3.090 0.105
H -3.826 1.987 -0.350
H 5.324 -0.252 -0.584

Number 1: electronic energy -4396.68132 hartree. Number 2: electronic energy -5681.66609 hartree. Number 3: electronic energy -535.04385 hartree. Number 4: electronic energy -783.86061 hartree. Number 5: electronic energy -1228.87096 hartree.